DFT (ωB97M-V/def2-TZVPD) results for a 2-piece molecular cluster, C4H11N3O overall.

```
19
Properties=species:S:1:pos:R:3
H 0.8378 0.8350 -1.6486
N -0.1370 1.2418 -1.0623
C -0.1552 0.8652 0.1046
C 1.3602 0.2715 1.0069
N -1.1866 0.6305 0.9475
C -2.5653 0.8388 0.5507
H 2.3402 0.4881 0.5908
H 1.2577 1.0599 1.7572
H 1.2026 -0.6668 1.5397
H -0.9803 0.2875 1.8709
H -3.0630 -0.1090 0.3530
H -2.6139 1.4506 -0.3555
H -3.1075 1.3620 1.3431
N 0.5449 -1.8157 -1.1745
C 1.7163 -1.1333 -1.2167
O 1.8567 -0.1142 -1.9322
H -0.2871 -1.2897 -1.4353
H 0.4283 -2.5838 -0.5354
H 2.5512 -1.6187 -0.7040
```

Its energy relative to the best compared isomer or geometry (same formula, charge and spin) is 71.6 kcal/mol. The calculation puts the max |F| at 0.096 Eh/bohr. Its SMILES is [H]/N=C(\C)NC.NC=O. The value obtained for the HOMO energy is -8.034 eV. The calculation puts the gap between HOMO and LUMO at 8.7012 eV. For the LUMO energy, the calculation gives 0.7 eV.

***

DFT (ωB97M-V/def2-TZVPD) results for C28H20FN5O5Pt as an isolated structure.

```
60
Properties=species:S:1:pos:R:3
Pt 0.1757 -0.9397 -0.0831
O 3.0163 -1.9167 6.1721
C 2.3643 -0.8908 5.8752
O 2.0378 0.1408 6.5120
C 1.8193 -0.9051 4.3996
C 0.9157 0.0645 3.9785
C 0.4204 0.0303 2.6934
N 0.7985 -0.9207 1.8596
C 1.6843 -1.8481 2.2189
C 2.2075 -1.8725 3.5036
C 1.9971 -2.8307 1.1534
C 3.1386 -3.6046 1.1387
C 3.3327 -4.4783 0.0794
C 2.3960 -4.5465 -0.9387
C 1.2916 -3.7161 -0.8761
N 1.0944 -2.8980 0.1573
C -0.5271 1.0408 2.1457
C -1.0401 2.0459 2.9558
C -1.9014 2.9872 2.4368
C -2.2188 2.9213 1.1019
C -1.6564 1.8932 0.3862
N -0.8628 0.9629 0.8658
H 0.6442 0.8321 4.6940
H 2.8958 -2.6385 3.8432
H 3.8821 -3.4989 1.9183
H 4.2256 -5.0903 0.0452
H 2.5254 -5.2123 -1.7825
H 0.5403 -3.6746 -1.6577
H -0.7614 2.0826 3.9994
H -2.3206 3.7680 3.0603
H -2.8743 3.6544 0.6435
H -2.6815 2.5970 -1.1515
O 4.1284 0.1782 -1.4586
N 2.9360 -0.0986 -1.2911
O 2.3710 0.1926 -0.1515
O 2.2567 -0.6838 -2.1852
C -4.1466 -1.5030 -2.4821
C -3.4263 -0.7205 -3.3753
C -2.6842 0.3564 -2.9192
C -2.6830 0.6243 -1.5651
C -3.4076 -0.1245 -0.6590
C -4.1379 -1.2027 -1.1284
N -1.9824 1.8675 -1.0783
C -0.8511 2.3846 -1.9236
C 0.2405 1.6000 -2.2382
C 1.2753 2.1686 -2.9626
C 1.1952 3.4939 -3.3765
C 0.0687 4.2542 -3.0825
C -0.9648 3.6955 -2.3474
H -4.7063 -2.3582 -2.8454
H -3.4317 -0.9524 -4.4327
H -2.1042 0.9575 -3.6094
H -3.4051 0.1094 0.4002
H -4.6866 -1.8196 -0.4263
H 0.2863 0.5636 -1.9627
H 2.1434 1.5624 -3.2079
H 2.0139 3.9325 -3.9346
H -0.0066 5.2786 -3.4238
H -1.8511 4.2827 -2.1116
F -0.9994 -1.5779 -1.5690
```

Its energy relative to the best compared isomer or geometry (same formula, charge and spin) is 44.7 kcal/mol. The calculation puts the max |F| at 0.078 Eh/bohr. The value obtained for the HOMO energy is -7.962 eV. The calculation puts the gap between HOMO and LUMO at 6.5696 eV. For the LUMO energy, the calculation gives -1.4 eV.

***

DFT (ωB97M-V/def2-TZVPD) results for C4H12CaN3 as an isolated structure.

```
20
Properties=species:S:1:pos:R:3
C -1.3436 2.2317 -0.9130
Ca 0.6611 1.2998 0.0508
N 2.8888 0.8624 1.2595
H 0.3604 2.3771 1.7781
H 2.7527 0.2258 2.0514
H -0.3234 2.7842 -0.7581
H -2.1082 2.9219 -0.5451
H -1.4820 1.2754 -0.3677
H -1.5036 2.0700 -1.9841
H 3.6764 0.4854 0.7250
H 3.2151 1.7442 1.6661
N -1.0162 -2.4690 -1.1441
C -1.1292 -2.7943 0.2070
C -0.5676 -1.7575 0.8900
N -0.1252 -0.8024 -0.0352
C -0.4110 -1.2808 -1.2560
H -1.3389 -3.0447 -1.9230
H -1.5840 -3.7057 0.5562
H -0.4378 -1.6095 1.9537
H -0.1837 -0.8140 -2.2115
```

Its energy relative to the best compared isomer or geometry (same formula, charge and spin) is 0.0 kcal/mol. The calculation puts the max |F| at 0.064 Eh/bohr. The value obtained for the HOMO energy (alpha / beta) is 0.404 / 0.406 eV. The calculation puts the gap between HOMO and LUMO (alpha / beta) at 2.6095 / 2.6090 eV. As for the total charge: -1. For the LUMO energy (alpha / beta), the calculation gives 3.0 / 3.0 eV.